1.
The following is a DFT calculation (the ωB97M-V functional and the def2-TZVPD basis) of a structure of composition C41H38ClN2NdP2.

ORCA input file:
```
! RIJCOSX wB97M-V def2-TZVPD def2/J DEFGRID3
* xyz 2 4
Nd -1.28 -0.54 0.06
Cl -0.81 -1.72 -2.20
P 0.93 -2.13 1.19
P -0.84 2.01 -1.43
C 1.64 -2.00 2.89
C 2.29 -2.98 0.34
C -0.44 -3.37 1.44
C -2.66 2.22 -1.57
C -0.34 3.73 -1.00
C -0.26 1.82 -3.15
C 0.97 -2.48 4.03
C 1.39 -2.09 5.30
C 2.48 -1.22 5.47
C 3.14 -0.75 4.33
C 2.74 -1.13 3.05
H 0.08 -3.08 3.91
H 0.85 -2.45 6.18
H 2.79 -0.90 6.48
H 3.98 -0.06 4.45
H 3.21 -0.70 2.18
C -1.68 -2.90 1.95
C -2.76 -3.81 1.93
C -2.60 -5.15 1.56
C -1.35 -5.59 1.12
C -0.27 -4.71 1.04
H -1.78 -1.92 2.46
H -3.74 -3.45 2.24
H -3.44 -5.85 1.62
H -1.21 -6.63 0.84
H 0.70 -5.04 0.64
C 3.25 -3.77 1.01
C 4.30 -4.34 0.30
C 4.43 -4.15 -1.09
C 3.45 -3.40 -1.75
C 2.40 -2.81 -1.06
H 3.19 -3.90 2.09
H 5.04 -4.94 0.83
H 5.27 -4.59 -1.64
H 3.52 -3.26 -2.82
H 1.64 -2.22 -1.58
C 0.63 4.43 -1.73
C 1.20 5.60 -1.22
C 0.86 6.07 0.06
C -0.11 5.37 0.79
C -0.72 4.23 0.27
H 1.00 4.02 -2.67
H 1.97 6.13 -1.79
H 1.35 6.96 0.48
H -0.36 5.71 1.80
H -1.42 3.66 0.88
C -3.47 1.08 -1.36
C -4.85 1.26 -1.24
C -5.46 2.51 -1.43
C -4.64 3.62 -1.71
C -3.25 3.48 -1.76
H -3.07 0.03 -1.43
H -5.46 0.38 -1.01
H -6.55 2.61 -1.37
H -5.11 4.59 -1.88
H -2.63 4.37 -1.90
C -1.07 2.14 -4.26
C -0.61 1.88 -5.55
C 0.65 1.29 -5.76
C 1.44 0.99 -4.64
C 1.01 1.25 -3.35
H -2.06 2.57 -4.10
H -1.24 2.13 -6.41
H 1.01 1.09 -6.78
H 2.42 0.55 -4.80
H 1.62 0.98 -2.48
H -3.38 -1.98 -0.81
H -2.71 -1.97 -1.25
N 2.02 3.73 4.70
C 1.54 2.90 3.72
C 0.35 2.17 3.86
C -0.14 1.37 2.85
N 0.48 1.26 1.65
C 1.65 1.94 1.50
C 2.21 2.74 2.48
H 1.51 3.85 5.57
H 2.86 4.29 4.63
H -0.19 2.26 4.79
H -1.05 0.77 2.94
H 2.16 1.84 0.53
H 3.14 3.26 2.29
*
```

As for the expectation value of S²: 3.754. The calculation puts the total energy at -92478.54100 eV. The calculation puts the HOMO-LUMO gap (spin up / spin down) at 6.92 / 7.60 eV.



2.
The following is a DFT calculation (the ωB97M-V functional and the def2-TZVPD basis) of a structure of composition C41H38GeN4O8Sr.

ORCA input file:
```
! RIJCOSX wB97M-V def2-TZVPD def2/J DEFGRID3
* xyz -1 2
Sr 10.02 12.53 12.06
O 7.02 14.15 6.33
C 7.52 13.75 7.51
C 7.30 14.50 8.63
C 8.10 14.22 9.70
N 9.04 13.24 9.78
C 9.13 12.43 8.75
C 8.53 12.71 7.49
C 10.03 11.23 8.96
O 9.99 10.40 8.08
O 10.66 11.17 10.05
C 8.00 15.32 10.72
O 7.34 16.36 10.55
O 8.76 15.22 11.79
H 6.36 14.88 6.34
H 6.67 15.36 8.70
H 8.80 12.22 6.58
C 6.78 16.73 13.76
Ge 8.51 16.84 12.90
C 9.86 16.23 14.23
C 10.94 15.50 13.78
C 11.76 14.91 14.71
C 11.51 15.01 16.09
C 10.47 15.82 16.51
C 9.59 16.44 15.60
C 8.90 18.58 11.99
C 7.99 19.58 12.28
C 7.72 20.62 11.34
C 8.43 20.65 10.18
C 9.47 19.76 9.91
C 10.26 19.71 8.71
C 11.10 18.68 8.43
C 11.39 17.67 9.35
C 10.88 17.82 10.63
C 9.81 18.69 10.86
H 6.86 16.44 14.82
H 6.08 16.06 13.22
H 6.34 17.79 13.68
H 11.13 15.47 12.68
H 12.69 14.40 14.45
H 12.19 14.54 16.77
H 10.31 15.94 17.61
H 8.81 17.12 15.94
H 7.50 19.51 13.21
H 6.89 21.28 11.54
H 8.14 21.27 9.39
H 10.16 20.48 7.98
H 11.56 18.60 7.44
H 12.09 16.84 9.07
H 11.24 17.19 11.45
C 12.77 8.43 6.96
C 13.61 8.47 8.26
C 14.98 8.81 8.17
C 15.75 8.87 9.30
C 15.12 8.83 10.55
C 13.78 8.55 10.68
N 13.14 8.75 11.89
C 13.66 8.98 13.14
C 14.77 8.25 13.55
C 15.30 8.41 14.81
C 14.70 9.28 15.72
C 13.53 9.92 15.41
C 13.06 9.86 14.10
C 11.82 10.61 13.63
O 11.13 10.02 12.74
O 11.60 11.82 14.01
C 13.01 8.21 9.52
C 11.52 7.98 9.62
H 13.36 8.78 6.13
H 11.87 9.06 7.11
H 12.41 7.45 6.72
H 15.32 9.17 7.17
H 16.77 8.96 9.19
H 15.62 9.20 11.50
H 12.22 9.18 11.75
H 15.20 7.48 12.95
H 16.18 7.88 15.11
H 15.13 9.40 16.72
H 12.96 10.42 16.21
H 11.25 7.63 10.60
H 11.19 7.26 8.90
H 11.03 8.92 9.40
C 5.24 10.60 14.83
N 6.15 11.46 14.12
C 7.46 11.27 14.09
N 8.03 10.33 14.92
O 8.30 11.97 13.46
H 4.17 10.89 14.58
H 5.35 10.71 15.92
H 5.26 9.56 14.49
H 5.84 12.27 13.62
H 7.51 9.91 15.67
H 9.02 10.60 15.18
*
```

As for the expectation value of S²: 0.772. The energy above the lowest of the compared OMol25 structures with the same formula, charge and spin is 234.0 kJ/mol. The calculation puts the total energy at -122831.23000 eV. The calculation puts the HOMO-LUMO gap (spin up / spin down) at 2.54 / 5.78 eV.



3.
The following is a DFT calculation (the ωB97M-V functional and the def2-TZVPD basis) of a structure of composition C41H38N8O10Y.

ORCA input file:
```
! RIJCOSX wB97M-V def2-TZVPD def2/J DEFGRID3
* xyz -1 1
Y 0.11 0.42 -0.52
C 0.10 -4.44 -0.84
C -1.01 -3.56 -1.35
C -2.19 -3.37 -0.62
C -3.26 -2.59 -1.09
C -4.48 -2.33 -0.25
C -3.09 -1.98 -2.34
C -1.92 -2.10 -3.09
C -1.76 -1.36 -4.41
C -0.88 -2.90 -2.58
H -0.04 -5.50 -1.14
H 0.13 -4.44 0.26
H 1.07 -4.11 -1.25
H -2.27 -3.88 0.34
H -5.12 -3.24 -0.21
H -5.05 -1.50 -0.70
H -4.22 -2.07 0.79
H -3.89 -1.34 -2.73
H -1.99 -2.01 -5.28
H -0.72 -1.00 -4.55
H -2.45 -0.50 -4.47
H 0.02 -3.04 -3.18
C 3.34 -1.98 -5.25
C 3.27 -0.60 -5.36
C 2.80 0.17 -4.31
C 2.37 -0.41 -3.11
C 2.41 -1.82 -3.03
C 2.91 -2.58 -4.07
N 2.04 0.44 -2.08
C 3.00 1.31 -1.61
C 4.40 1.14 -1.75
C 5.29 1.99 -1.12
C 4.83 3.01 -0.28
C 3.47 3.18 -0.07
C 2.55 2.37 -0.75
N 1.21 2.51 -0.53
N 0.68 3.67 -0.24
C -0.57 3.74 -0.68
C -1.42 4.73 -0.10
C -2.71 4.87 -0.52
C -3.15 4.05 -1.57
C -2.30 3.05 -2.03
N -1.08 2.83 -1.53
H 3.75 -2.59 -6.06
H 3.59 -0.12 -6.28
H 2.79 1.27 -4.39
H 2.10 -2.29 -2.10
H 2.97 -3.66 -3.96
H 4.75 0.27 -2.35
H 6.37 1.84 -1.27
H 5.54 3.67 0.21
H 3.09 3.90 0.66
H -1.00 5.31 0.73
H -3.40 5.57 -0.06
H -4.13 4.13 -2.01
H -2.65 2.36 -2.79
O -4.23 0.82 -1.07
C -3.15 0.69 -0.45
O -2.06 0.11 -0.93
C -3.06 1.28 0.97
C -4.31 1.46 1.60
C -4.36 1.97 2.88
C -3.27 2.32 3.63
C -2.06 2.22 3.01
C -1.89 1.69 1.69
O -0.68 1.60 1.23
N -0.92 2.73 3.71
O 0.10 3.19 3.13
O -0.98 2.67 4.97
N -5.66 2.16 3.39
O -6.65 1.85 2.66
O -5.75 2.64 4.55
H -5.24 1.24 1.06
H -3.39 2.69 4.64
C 0.31 -3.65 3.26
C 0.60 -2.29 3.92
C 1.52 -1.32 3.12
C 1.69 0.08 3.88
C 2.55 1.14 3.17
C 2.96 -1.96 3.06
O 3.48 -2.57 3.97
N 3.62 -1.84 1.83
C 3.13 -1.30 0.62
O 3.85 -1.26 -0.36
N 1.81 -0.92 0.66
C 0.96 -1.11 1.69
O -0.28 -1.03 1.41
H -0.34 -4.28 3.89
H 1.23 -4.24 3.07
H -0.21 -3.53 2.29
H 1.06 -2.46 4.91
H -0.37 -1.79 4.10
H 2.11 -0.15 4.89
H 0.67 0.50 4.08
H 3.52 0.73 2.83
H 2.79 2.02 3.81
H 2.07 1.56 2.26
H 4.59 -2.18 1.80
*
```

The energy above the lowest of the compared OMol25 structures with the same formula, charge and spin is 67.1 kJ/mol. The calculation puts the total energy at -76575.81818 eV. The calculation puts the HOMO-LUMO gap (spin up / spin down) at 5.83 / 5.50 eV.



4.
The following is a DFT calculation (the ωB97M-V functional and the def2-TZVPD basis) of a structure of composition C41H39As2Cl7N3O9S2SiY.

ORCA input file:
```
! RIJCOSX wB97M-V def2-TZVPD def2/J DEFGRID3
* xyz -2 1
Y -0.01 -0.93 0.33
O 2.10 -2.24 -2.63
C 2.32 -1.28 -3.62
C 2.89 0.03 -3.12
C 3.51 0.91 -4.00
C 4.05 2.08 -3.50
C 3.93 2.35 -2.15
C 3.27 1.43 -1.35
N 2.76 0.29 -1.82
H 2.18 -1.83 -1.76
H 1.38 -1.06 -4.15
H 3.01 -1.68 -4.37
H 3.59 0.65 -5.05
H 4.54 2.78 -4.16
H 4.31 3.27 -1.72
H 3.12 1.62 -0.30
Cl -2.17 -1.80 -6.37
C -1.73 -2.11 -4.72
C -1.80 -3.39 -4.20
Cl -2.33 -4.71 -5.20
C -1.44 -3.62 -2.87
Cl -1.45 -5.23 -2.21
C -1.01 -2.59 -2.04
O -0.65 -2.74 -0.81
C -0.94 -1.26 -2.57
O -0.49 -0.34 -1.75
C -1.29 -1.05 -3.90
Cl -1.17 0.56 -4.55
O 2.54 -3.24 2.84
As 1.54 -3.58 1.42
O 0.15 -2.71 1.75
O 2.18 -1.93 0.34
C 3.44 -1.49 0.53
C 4.48 -2.10 -0.17
C 5.79 -1.67 -0.03
C 6.08 -0.60 0.82
C 5.06 0.01 1.52
C 3.75 -0.42 1.39
S 2.47 0.41 2.29
O 1.94 -0.53 3.26
O 3.06 1.61 2.83
O 1.46 0.71 1.23
H 2.27 -2.36 3.19
H 4.23 -2.91 -0.84
H 6.58 -2.15 -0.59
H 7.10 -0.25 0.92
H 5.25 0.85 2.18
C -3.80 -4.31 0.59
C -3.35 -4.96 1.88
N -1.96 -5.37 1.78
C -1.05 -5.54 2.75
S 0.21 -6.65 2.54
N -1.15 -4.84 3.90
C -1.54 -3.43 4.04
C -2.57 -3.23 5.14
H -4.83 -3.95 0.67
H -3.75 -5.02 -0.24
H -3.15 -3.47 0.34
H -3.97 -5.84 2.09
H -3.48 -4.28 2.72
H -1.71 -5.86 0.93
H -0.40 -5.11 4.52
H -1.90 -3.06 3.08
H -0.64 -2.84 4.23
H -3.49 -3.78 4.93
H -2.81 -2.18 5.24
H -2.17 -3.59 6.09
C -5.04 3.73 -1.71
C -4.45 2.53 -2.08
C -3.25 2.14 -1.51
C -2.62 2.95 -0.57
C -3.21 4.16 -0.21
C -4.42 4.54 -0.77
As -0.88 2.33 0.06
C 0.10 3.44 -1.24
C 0.33 4.80 -1.07
C 0.89 5.55 -2.09
C 1.21 4.94 -3.30
C 0.98 3.59 -3.47
C 0.45 2.83 -2.44
C -0.59 3.36 1.68
C -1.61 3.59 2.60
C -1.34 4.19 3.82
C -0.03 4.54 4.15
C 0.99 4.27 3.26
C 0.72 3.69 2.03
H -5.99 4.03 -2.15
H -4.92 1.89 -2.82
H -2.78 1.20 -1.80
H -2.73 4.81 0.51
H -4.88 5.48 -0.48
H 0.06 5.28 -0.13
H 1.07 6.61 -1.95
H 1.64 5.53 -4.11
H 1.23 3.10 -4.41
H 0.28 1.77 -2.56
H -2.63 3.28 2.37
H -2.14 4.36 4.52
H 0.18 4.98 5.11
H 2.02 4.48 3.53
H 1.53 3.45 1.36
Cl -4.48 1.33 2.52
Si -3.48 -0.60 2.53
Cl -1.41 0.09 2.92
Cl -3.10 -0.71 0.35
*
```

The energy above the lowest of the compared OMol25 structures with the same formula, charge and spin is 0.0 kJ/mol. The calculation puts the total energy at -305989.05309 eV. The calculation puts the HOMO-LUMO gap at 6.69 eV.



5.
The following is a DFT calculation (the ωB97M-V functional and the def2-TZVPD basis) of a structure of composition C41H39AuCl3NO4P2S2.

ORCA input file:
```
! RIJCOSX wB97M-V def2-TZVPD def2/J DEFGRID3
* xyz 0 1
Au -0.59 0.60 -0.36
C -0.22 2.10 3.73
C -0.14 3.46 3.52
C -0.08 3.97 2.24
C -0.09 3.11 1.13
C -0.20 1.74 1.36
C -0.26 1.24 2.64
C 0.04 3.59 -0.24
C 0.35 4.94 -0.55
C 0.52 5.32 -1.85
C 0.40 4.36 -2.88
C 0.58 4.66 -4.24
C 0.48 3.68 -5.19
C 0.19 2.36 -4.82
C 0.01 2.04 -3.50
C 0.09 3.02 -2.50
N -0.08 2.69 -1.20
H -0.26 1.70 4.73
H -0.13 4.14 4.37
H -0.04 5.04 2.10
H -0.32 0.17 2.79
H 0.45 5.66 0.24
H 0.75 6.34 -2.11
H 0.82 5.68 -4.51
H 0.61 3.92 -6.23
H 0.13 1.59 -5.57
H -0.20 1.04 -3.19
C 6.51 -0.56 2.32
C 5.82 -1.70 1.94
C 4.52 -1.61 1.49
C 3.90 -0.37 1.40
C 4.59 0.77 1.78
C 5.89 0.67 2.24
P 2.20 -0.20 0.69
C 1.56 -1.84 1.13
C 1.47 -2.08 2.50
C 0.91 -3.26 2.96
C 0.43 -4.20 2.06
C 0.51 -3.96 0.70
C 1.06 -2.77 0.24
C 2.75 -0.18 -1.05
C 2.73 1.07 -1.64
C 3.12 1.23 -2.96
C 3.53 0.12 -3.69
C 3.58 -1.12 -3.08
C 3.21 -1.28 -1.76
H 7.52 -0.64 2.69
H 6.30 -2.67 2.01
H 3.98 -2.51 1.20
H 4.10 1.73 1.72
H 6.43 1.56 2.54
H 1.85 -1.34 3.20
H 0.83 -3.44 4.03
H -0.04 -5.10 2.42
H 0.12 -4.68 0.00
H 1.06 -2.56 -0.82
H 2.38 1.92 -1.06
H 3.09 2.20 -3.43
H 3.79 0.22 -4.73
H 3.91 -1.98 -3.65
H 3.28 -2.25 -1.30
Cl -0.35 -3.64 -3.12
C -0.72 -2.04 -3.76
Cl 0.60 -1.51 -4.82
Cl -2.23 -2.09 -4.66
C -0.81 -1.05 -2.58
O 0.26 -0.88 -1.96
O -1.87 -0.49 -2.35
C -4.92 -1.05 -1.76
C -5.01 -1.88 -0.49
C -4.21 -3.17 -0.57
O -4.62 -1.12 0.67
P -3.29 -0.30 0.96
S -3.14 1.46 -0.01
S -1.62 -1.43 0.74
O -3.53 0.14 2.46
C -3.85 -0.64 3.61
C -5.35 -0.94 3.65
C -3.02 -1.91 3.69
H -5.32 -1.62 -2.59
H -3.89 -0.78 -1.97
H -5.51 -0.14 -1.65
H -6.06 -2.11 -0.27
H -3.18 -2.97 -0.84
H -4.65 -3.82 -1.32
H -4.22 -3.68 0.39
H -3.60 0.04 4.44
H -5.59 -1.75 2.96
H -5.91 -0.05 3.37
H -5.63 -1.24 4.66
H -3.21 -2.52 2.81
H -3.31 -2.47 4.58
H -1.96 -1.69 3.73
*
```

The calculation puts the total energy at -134340.08645 eV. The calculation puts the HOMO-LUMO gap (spin up / spin down) at 5.59 / 5.59 eV.